The molecule C4H5NOS2 at a distorted geometry. Source: the Open Molecules 2025 dataset; level of theory: ωB97M-V/def2-TZVPD.

Each line ends with the Löwdin charge.
Element x y z (Å)
1 O 1.28786 0.04118 1.62266  -0.072
2 C 1.25806 0.12121 0.29058  -0.872
3 S 2.38312 -0.68705 -0.53609  0.748
4 C 0.33354 1.37329 -0.18591  -0.186
5 N -1.10828 1.66459 0.36170  0.028
6 C -0.82144 0.94204 -0.93496  -0.432
7 C -1.37857 -0.43169 -1.00397  -0.486
8 S -2.12360 -1.06104 0.34278  0.746
9 H 0.32244 0.30582 2.04282  0.192
10 H 0.71116 2.32647 -0.56895  0.145
11 H -1.63082 0.83604 0.87563  -0.013
12 H -1.12214 1.48895 -1.85331  0.147
13 H -1.32746 -0.99848 -1.91078  0.056

Its frontier orbital gap is 0.2923 Ha. As for the SMILES: OC(=S)[C@@H]1N[C@@H]1C=S. The calculation puts the HOMO energy at -9.09 eV. The value obtained for the energy relative to the best compared isomer or geometry (same formula, charge and spin) is 352.70 kJ/mol.

A structure of composition C4H5NS at a distorted geometry. Source: the Open Molecules 2025 dataset; level of theory: ωB97M-V/def2-TZVPD.

Each line ends with the Löwdin charge.
Element x y z (Å)
1 C 0.14913 -2.62604 0.12717  -0.643
2 C -0.62639 -0.12495 0.74976  -0.366
3 C -0.61852 1.27865 0.75802  -0.232
4 C 0.21064 2.11345 -0.07510  -0.245
5 H -1.02779 -2.91849 0.70679  0.127
6 H 1.07293 -2.73133 0.98693  0.093
7 H 0.15591 -3.56496 -0.66752  0.084
8 H -1.39036 -0.70692 1.50823  0.125
9 H -1.57481 1.74938 1.30427  0.149
10 N 0.46770 3.14905 -0.65490  0.132
11 S 0.30007 -1.10735 -0.53834  0.776

Its frontier orbital gap is 0.3241 Ha. The calculation puts the HOMO energy at -8.84 eV. The value obtained for the energy relative to the best compared isomer or geometry (same formula, charge and spin) is 359.39 kJ/mol.

A cluster of 2 separate species, C4H5NS in total at a distorted geometry. Source: the Open Molecules 2025 dataset; level of theory: ωB97M-V/def2-TZVPD.

Each line ends with the Löwdin charge.
Element x y z (Å)
1 C -0.20436 -0.93691 -1.61940  0.006
2 C 0.26899 -0.79410 -0.41392  -0.147
3 C -1.19631 -0.81547 -0.30956  -0.143
4 C 1.23070 1.01525 2.15753  -0.537
5 N 2.32164 1.51327 1.49571  -0.403
6 S 2.32493 -0.07210 1.25329  0.862
7 H -0.47904 -1.11051 -2.59711  0.057
8 H -1.82907 0.03079 -0.36112  0.052
9 H -1.84056 -1.64661 -0.19711  0.052
10 H 1.21633 0.85498 3.35597  0.117
11 H 0.20260 1.05571 1.58629  0.085

Its frontier orbital gap (spin up / spin down) is 0.2918 / 0.2673 Ha. The calculation puts the HOMO energy (spin up / spin down) at -8.35 / -8.10 eV. The value obtained for the energy relative to the best compared isomer or geometry (same formula, charge and spin) is 771.27 kJ/mol.

The molecule C4H5NS2 at a distorted geometry. Source: the Open Molecules 2025 dataset; level of theory: ωB97M-V/def2-TZVPD.

Each line ends with the Löwdin charge.
Element x y z (Å)
1 S -0.07503 -0.76226 -2.89805  0.763
2 C -0.27825 -1.49481 -1.47664  -0.691
3 C -0.01786 -0.91007 -0.13804  -0.756
4 S -0.28387 -1.86311 1.18098  0.788
5 C 0.44429 0.49008 -0.03934  -0.397
6 C -0.32956 1.42272 0.81938  -0.134
7 N 1.00037 1.00795 1.19131  0.029
8 H -0.66341 -2.51019 -1.43669  0.034
9 H 0.88369 0.87473 -0.97140  0.110
10 H -1.17847 0.98750 1.35805  0.108
11 H -0.43714 2.45132 0.50593  0.104
12 H 0.93523 0.30613 1.90450  0.043

Its frontier orbital gap is 0.2658 Ha. As for the SMILES: S=CC(=S)[C@H]1CN1. The calculation puts the HOMO energy at -9.31 eV. The value obtained for the energy relative to the best compared isomer or geometry (same formula, charge and spin) is 227.60 kJ/mol.

The molecule C4H5NS2 at a distorted geometry. Source: the Open Molecules 2025 dataset; level of theory: ωB97M-V/def2-TZVPD.

Each line ends with the Löwdin charge.
Element x y z (Å)
1 S 1.56145 -2.06424 -0.02959  0.696
2 C 2.08066 -0.50790 0.04989  -0.625
3 C 1.33977 0.70074 -0.03185  -0.179
4 C -0.00850 0.78827 -0.00632  -0.106
5 N -0.89239 -0.27985 -0.00561  -0.062
6 C -2.25667 -0.07513 -0.05815  -0.716
7 S -3.34274 -1.28776 0.01695  0.638
8 H 3.16074 -0.37961 0.11984  0.045
9 H 1.87453 1.63255 0.03813  0.097
10 H -0.52606 1.73091 -0.00474  0.116
11 H -0.46647 -1.25359 -0.02135  0.027
12 H -2.52433 0.99561 -0.06720  0.071

Its frontier orbital gap is 0.2812 Ha. As for the SMILES: S=C/C=C\NC=S. The calculation puts the HOMO energy at -8.85 eV. The value obtained for the energy relative to the best compared isomer or geometry (same formula, charge and spin) is 114.71 kJ/mol.

A structure of composition C4H5NdO5SbSe4 at a distorted geometry. Source: the Open Molecules 2025 dataset; level of theory: ωB97M-V/def2-TZVPD.

Each line ends with the Löwdin charge.
Element x y z (Å)
1 Nd -1.31936 -0.71786 -1.35284  1.401
2 O 1.57609 2.32212 0.53177  0.196
3 C 1.02629 1.17230 0.52367  -0.458
4 O -0.14762 1.03764 0.08729  -0.165
5 C 1.69925 -0.05981 1.14285  -0.003
6 O 2.66780 -0.60994 0.08477  -0.122
7 C 2.26220 -1.94288 -0.29752  -0.138
8 C 1.03641 -2.02069 -1.13716  -0.625
9 O 0.90542 -1.50252 -2.27215  -0.084
10 O -0.06581 -2.38330 -0.51441  -0.246
11 H 1.16388 2.91774 -0.13748  0.181
12 H 0.79680 -0.70270 1.31313  0.132
13 H 2.35741 0.06749 2.00423  0.136
14 H 2.17119 -2.52898 0.63539  0.137
15 H 3.18462 -2.29396 -0.85857  0.156
16 Se -3.48759 3.59123 1.63826  -0.315
17 Sb -3.95955 1.63045 0.17389  -0.311
18 Se -2.87408 -0.44021 1.09810  -0.206
19 Se -2.78477 1.81320 -2.16425  -0.319
20 Se -6.20856 0.65069 -0.49896  -0.347

Its frontier orbital gap (spin up / spin down) is 0.1943 / 0.1960 Ha. The calculation puts the HOMO energy (spin up / spin down) at -3.70 / -3.70 eV. The multiplicity is 4. As for the net charge: -1. Its expectation value of S² is 3.758.